ORCA calculation (ωB97M-V/def2-TZVPD) on a structure of composition C10H25IN5O5Zn.

```
47
Properties=species:S:1:pos:R:3:forces:R:3:lowdin_charge:R:1
Zn -10.55956 19.47927 11.00966 0.2 -0.7 -0.4 0.32
I -11.57835 17.44458 9.67105 0.0 0.1 0.1 0.14
O -9.58836 20.40516 9.31372 -0.1 0.1 -0.2 -0.03
C -8.78547 21.07137 8.67616 0.2 0.1 0.1 -0.53
N -9.19831 21.96060 7.75114 -0.3 0.0 -0.1 0.19
C -7.30462 21.00390 8.92642 0.3 -0.2 0.1 0.02
H -8.58630 22.47942 7.14785 0.2 -0.1 0.1 0.12
H -10.18787 22.05002 7.59019 0.0 -0.1 0.0 0.11
H -6.89659 22.00897 9.03012 0.1 0.0 0.0 0.09
H -6.74536 20.49558 8.13818 -0.3 0.1 -0.2 0.09
H -7.12230 20.41975 9.82709 -0.1 0.2 0.1 0.07
O -11.37405 18.92652 12.84269 -0.2 0.3 0.2 -0.05
C -11.27178 18.29341 13.88770 0.1 -0.2 -0.2 -0.53
N -12.35231 17.73437 14.45764 0.4 0.3 0.1 0.20
C -9.95966 18.09410 14.59696 0.0 -0.1 0.6 0.02
H -12.23654 17.15520 15.26870 -0.3 0.1 0.1 0.12
H -13.26186 18.00207 14.12273 -0.1 -0.3 -0.1 0.13
H -9.51682 17.12356 14.37043 0.0 0.1 -0.3 0.10
H -10.11503 18.09784 15.67973 0.0 0.1 -0.1 0.09
H -9.27334 18.89977 14.35660 0.0 -0.1 -0.2 0.07
O -9.62709 21.05752 12.04963 -0.1 0.1 0.0 0.00
C -8.93331 21.70935 12.81547 -0.3 0.3 0.2 -0.53
N -9.43945 22.80495 13.42777 -0.1 -0.4 -0.1 0.19
C -7.52162 21.33867 13.12862 0.3 0.2 -0.2 0.03
H -8.91723 23.35535 14.08358 0.1 -0.1 0.1 0.11
H -10.43691 22.93319 13.36595 0.0 0.2 -0.1 0.12
H -6.94856 21.29267 12.20234 -0.1 0.0 0.0 0.09
H -7.50738 20.34066 13.56444 0.0 0.1 0.1 0.08
H -7.05424 22.07354 13.77952 0.1 -0.2 0.1 0.09
O -8.68560 18.41562 11.49698 0.1 0.6 0.6 -0.05
C -7.80839 17.60742 11.21916 -0.3 -0.3 -0.1 -0.56
N -6.89156 17.22779 12.13324 -0.1 0.2 0.2 0.19
C -7.72374 16.97881 9.87547 0.1 -0.2 -0.3 0.00
H -6.97563 17.58374 13.07304 0.1 -0.1 -0.1 0.11
H -6.29222 16.44212 11.96007 0.1 0.0 0.0 0.11
H -7.15178 17.62106 9.20324 0.0 0.0 0.0 0.09
H -8.73266 16.88983 9.47666 0.0 -0.1 0.0 0.00
H -7.24009 16.00471 9.93121 0.0 0.0 -0.2 0.09
O -12.14094 20.74280 10.68146 0.0 0.2 0.2 -0.06
C -12.93562 21.44396 10.06864 -0.3 -0.1 0.5 -0.54
N -14.16082 20.98507 9.75822 0.3 0.2 -0.1 0.20
C -12.63252 22.88266 9.75652 -0.4 -0.2 -0.8 0.02
H -14.74153 21.49601 9.11800 -0.2 -0.1 0.1 0.12
H -14.38990 20.03816 10.01456 0.0 -0.1 -0.2 0.12
H -12.69488 23.02656 8.67067 0.2 0.0 0.1 0.09
H -11.64449 23.12268 10.12628 0.0 0.2 0.0 0.08
H -13.41835 23.52142 10.15644 0.2 0.1 0.3 0.09
```
Forces are in eV/Å.

## Properties
LUMO level in eV: -2.0
Orbital gap in eV: 7.92
Charge: +1
E in eV: -84983.3324
HOMO level in eV: -9.93